Entry 1:
Below is C10H12F18O20S8Zn2 as an isolated structure, with properties calculated with ωB97M-V/def2-TZVPD.

```
70
Properties=species:S:1:pos:R:3:forces:R:3:lowdin_charge:R:1
Zn 17.834 -14.157 9.137 0.05 -0.71 0.74 0.71
Zn 15.687 -18.435 8.298 0.48 -1.14 1.32 0.72
C 18.673 -22.145 8.692 0.11 -0.05 -1.73 -0.56
F 18.779 -23.486 8.480 -0.58 0.73 0.48 0.09
F 19.227 -21.885 9.878 -0.32 0.16 -0.31 0.11
F 19.469 -21.610 7.703 -0.69 0.10 1.06 0.07
S 16.811 -21.560 8.493 -2.78 -2.51 2.10 0.59
O 16.373 -22.053 7.193 0.97 -0.31 1.00 -0.32
O 16.176 -22.175 9.723 2.29 1.47 -3.41 -0.33
O 16.766 -20.099 8.477 1.28 -0.06 0.34 -0.36
C 16.810 -12.391 13.433 -0.92 0.12 -1.40 -0.64
F 16.699 -11.237 14.170 -0.16 -1.37 -0.76 0.10
F 17.526 -13.264 14.076 1.29 -0.33 0.97 0.16
F 15.625 -13.007 13.258 -0.16 1.18 0.15 0.12
S 17.591 -12.002 11.752 -0.39 1.27 -1.59 0.56
O 16.881 -10.833 11.217 0.51 -1.47 0.92 -0.32
O 18.968 -11.761 12.129 -0.12 -0.29 0.04 -0.34
O 17.401 -13.216 10.895 -0.09 1.21 1.33 -0.36
C 12.804 -18.549 11.573 0.24 0.51 -0.44 -0.59
F 11.923 -18.906 12.521 0.14 -0.70 -0.15 0.10
F 12.235 -17.445 10.999 0.24 -1.05 -0.62 0.08
F 13.890 -18.084 12.172 0.47 -0.22 0.32 0.12
S 13.385 -20.024 10.382 0.51 -1.29 -0.02 0.58
O 14.266 -19.310 9.420 -0.34 0.01 1.01 -0.36
O 14.036 -21.042 11.243 -1.40 2.83 -1.25 -0.31
O 12.209 -20.453 9.660 -0.33 0.14 0.80 -0.33
C 13.228 -14.613 8.670 1.07 -0.13 -0.26 -0.62
F 12.293 -15.437 8.265 -0.46 -0.51 -0.30 0.16
F 13.019 -13.423 8.073 0.06 -0.23 0.79 0.12
F 13.138 -14.522 10.004 0.50 0.31 -0.91 0.15
S 14.925 -15.230 7.953 0.05 0.17 -2.72 0.67
O 14.879 -14.867 6.520 -0.29 -0.39 2.92 -0.28
O 15.934 -14.496 8.731 -1.35 0.02 -0.09 -0.32
O 14.965 -16.690 8.154 -1.35 2.37 0.01 -0.32
C 18.823 -18.226 11.390 -2.13 -0.62 -3.71 -0.62
F 18.379 -19.520 11.452 0.39 1.58 0.21 0.12
F 19.585 -17.987 12.393 0.65 0.66 2.08 0.17
F 19.578 -18.096 10.285 0.89 -0.65 -0.42 0.08
S 17.404 -17.003 10.930 -0.98 0.66 -1.96 0.57
O 17.923 -15.831 10.185 1.09 -2.22 1.47 -0.35
O 16.492 -17.737 10.072 1.02 -0.48 1.02 -0.30
O 16.873 -16.659 12.175 -0.65 0.51 2.79 -0.24
C 19.769 -17.267 6.159 -1.13 0.17 0.35 -0.58
F 20.622 -17.082 7.142 0.84 0.64 0.34 0.13
F 20.148 -16.532 5.059 -0.32 -1.28 1.31 0.10
F 19.790 -18.591 5.926 -0.37 1.01 -0.73 0.14
S 18.027 -16.641 6.749 -1.59 0.32 -1.25 0.60
O 17.413 -17.705 7.551 1.73 0.29 -1.21 -0.33
O 18.231 -15.446 7.566 1.25 -0.05 -0.69 -0.33
O 17.361 -16.346 5.498 0.72 -0.57 0.60 -0.28
C 23.581 -18.279 12.315 -0.51 -0.81 -0.58 -0.22
S 22.819 -19.257 10.884 0.62 0.04 -0.30 0.83
O 23.959 -19.973 10.197 -0.72 0.42 0.89 -0.58
C 21.727 -20.446 11.744 0.40 1.15 0.35 -0.24
H 23.419 -18.787 13.265 0.41 -0.14 -0.06 0.04
H 23.165 -17.277 12.405 -0.21 -0.11 -0.33 0.01
H 24.614 -18.220 11.974 0.06 -0.10 0.39 0.04
H 22.209 -21.220 12.339 0.27 -0.14 -0.50 0.06
H 21.027 -20.773 10.978 0.10 -0.30 0.22 0.03
H 21.222 -19.797 12.462 -0.38 -0.05 -0.11 0.03
C 22.468 -13.125 9.503 -0.29 -1.26 -0.73 -0.25
S 21.002 -13.589 10.429 -2.26 0.30 0.74 0.95
O 19.807 -13.879 9.473 3.05 0.34 0.54 -0.54
C 21.590 -15.169 11.130 -0.54 -0.48 -0.44 -0.23
H 22.308 -12.198 8.954 -0.10 -0.06 0.20 0.06
H 22.628 -13.965 8.826 0.28 0.23 -0.35 0.06
H 23.314 -13.075 10.188 -0.20 0.19 0.15 0.06
H 21.675 -15.926 10.349 0.30 0.10 -0.17 0.06
H 20.853 -15.576 11.823 -0.40 0.48 -0.10 0.05
H 22.497 -15.057 11.722 0.16 0.40 -0.38 0.05
```
Forces are in eV/Å.

Output
Total charge: -2
Gap between HOMO and LUMO: 7.902 eV
Lowest unoccupied orbital energy: 2.940 eV


Entry 2:
Below is C28H25N3PtS as an isolated structure, with properties calculated with ωB97M-V/def2-TZVPD.

```
58
Properties=species:S:1:pos:R:3:forces:R:3:lowdin_charge:R:1
Pt 0.453 0.099 0.187 -0.05 0.37 -0.30 1.15
S 5.007 0.163 1.245 -0.04 -0.01 0.02 1.22
C 4.985 0.061 -0.467 -0.12 -0.02 -0.11 -0.41
C 6.054 0.028 -1.351 -0.01 0.00 -0.06 -0.04
C 5.758 -0.060 -2.696 -0.11 -0.01 -0.10 0.01
C 4.416 -0.116 -3.183 0.32 0.00 -0.07 -0.02
C 3.360 -0.085 -2.333 -0.02 0.03 0.30 0.02
C 3.634 0.007 -0.940 0.05 -0.07 -0.28 -0.27
N 2.716 0.043 0.028 -0.12 0.09 0.38 0.00
C 3.276 0.130 1.257 0.11 -0.06 -0.32 -0.49
C 2.468 0.204 2.399 -0.22 0.05 0.22 -0.21
C 3.007 0.284 3.716 -0.03 -0.02 -0.29 -0.01
C 2.154 0.402 4.765 -0.34 0.01 0.09 -0.02
C 0.752 0.445 4.530 0.15 0.02 0.12 0.01
C 0.216 0.358 3.257 0.06 -0.02 0.05 -0.09
C 1.047 0.224 2.152 0.21 -0.10 0.27 -0.18
H 7.078 0.066 -1.005 -0.02 0.00 -0.01 0.13
H 6.571 -0.089 -3.410 -0.03 0.00 0.00 0.13
H 4.250 -0.186 -4.249 0.04 0.00 0.00 0.13
H 2.337 -0.128 -2.683 0.00 0.01 0.04 0.12
H 4.077 0.246 3.885 -0.01 0.01 -0.06 0.11
H 2.533 0.463 5.776 -0.05 0.01 0.00 0.13
H 0.089 0.547 5.381 0.01 0.00 -0.02 0.13
H -0.860 0.389 3.131 -0.01 0.00 0.01 0.10
C -3.368 0.358 -3.167 0.01 -0.02 0.04 -0.06
C -4.166 0.535 -1.869 0.08 -0.09 0.04 -0.19
C -3.931 -0.645 -0.942 0.06 0.06 -0.08 -0.13
C -4.856 -1.667 -1.005 -0.04 -0.03 0.02 -0.01
C -4.614 -2.907 -0.428 -0.03 -0.05 0.00 0.00
C -3.384 -3.178 0.165 -0.04 -0.06 -0.03 -0.01
C -2.408 -2.212 0.254 0.03 0.09 -0.03 -0.14
C -1.075 -2.594 0.847 -0.07 0.02 -0.01 -0.20
C 0.018 -2.698 -0.220 -0.02 0.05 -0.10 -0.10
C -2.711 -0.890 -0.215 0.09 0.02 -0.02 -0.15
N -1.806 0.112 0.027 0.04 0.13 0.04 0.03
C -2.235 1.375 0.223 -0.03 -0.21 -0.04 -0.06
C -1.347 2.417 0.152 -0.08 0.08 0.01 -0.26
C -1.532 3.833 0.327 -0.11 -0.16 -0.03 0.02
C -0.321 4.401 0.114 0.22 -0.03 -0.06 -0.01
C 0.597 3.319 -0.172 0.10 0.10 -0.09 -0.07
N -0.011 2.158 -0.170 -0.01 0.24 0.28 -0.08
H -3.587 1.169 -3.860 0.00 -0.01 0.02 0.08
H -3.619 -0.585 -3.655 0.00 0.01 0.01 0.09
H -2.293 0.360 -2.970 -0.01 0.00 0.00 0.07
H -5.231 0.569 -2.095 0.00 -0.02 -0.01 0.12
H -3.927 1.502 -1.443 0.02 0.07 0.07 0.09
H -5.777 -1.502 -1.550 0.01 -0.02 0.02 0.13
H -5.367 -3.682 -0.480 0.01 0.01 0.00 0.13
H -3.189 -4.165 0.564 -0.01 0.02 -0.01 0.13
H -1.178 -3.569 1.321 -0.06 -0.01 0.01 0.12
H -0.790 -1.901 1.638 0.05 0.02 0.02 0.08
H -0.275 -3.372 -1.026 -0.01 -0.08 0.07 0.10
H 0.964 -3.041 0.193 0.01 0.01 0.03 0.08
H 0.186 -1.733 -0.752 0.04 -0.29 -0.06 0.01
H -3.271 1.563 0.475 -0.04 -0.05 -0.02 0.15
H -2.463 4.325 0.559 0.02 -0.03 0.00 0.13
H -0.067 5.448 0.145 0.02 -0.04 -0.01 0.12
H 1.657 3.399 -0.376 -0.04 0.02 0.04 0.13
```
Forces are in eV/Å.

Output
Expectation value of S²: 6.13
Total charge: +2
Energy relative to the best compared isomer or geometry (same formula, charge and spin): 0.0 kJ/mol
Gap between HOMO and LUMO (alpha / beta): 6.729 / 5.039 eV
Lowest unoccupied orbital energy (alpha / beta): -6.634 / -9.335 eV
Multiplicity: 5


Entry 3:
Below is one molecule with the formula C7H11NO, with properties calculated with ωB97M-V/def2-TZVPD.

```
20
Properties=species:S:1:pos:R:3:forces:R:3:lowdin_charge:R:1
C 0.849 -0.881 0.984 -1.69 0.89 1.89 -0.06
C -1.234 2.034 0.044 1.33 1.94 1.53 0.06
C -1.899 0.920 -0.111 -1.06 -0.50 -1.52 -0.12
C 1.574 -0.733 -0.323 0.77 -1.17 0.80 -0.62
C -1.284 -0.383 0.126 0.55 0.12 1.28 -0.29
C 2.457 0.508 -0.041 0.51 0.29 -1.24 -0.05
C -2.170 -1.480 -0.259 1.02 -3.03 2.90 -0.03
N -0.374 -0.572 1.072 -0.36 -0.17 -0.97 0.15
O 0.761 -0.707 -1.333 -1.10 0.36 -0.50 -0.13
H 1.260 -1.095 1.962 0.86 -0.21 -0.12 0.13
H -1.612 2.997 -0.256 -0.38 0.07 -0.19 0.06
H -0.293 2.155 0.645 -0.77 -0.71 -0.95 0.09
H -2.907 0.909 -0.648 1.57 0.02 0.78 0.14
H 2.172 -1.702 -0.173 0.24 0.60 -0.79 0.15
H 3.001 0.418 0.880 1.36 -0.71 0.11 0.06
H 1.831 1.299 0.335 -0.74 0.79 -0.89 0.04
H 3.063 0.811 -0.974 -0.86 -0.44 1.74 0.12
H -1.675 -2.504 -0.169 -0.49 1.47 -0.42 0.12
H -2.454 -1.256 -1.214 -1.26 0.04 -2.55 0.05
H -3.021 -1.529 0.478 0.51 0.35 -0.90 0.12
```
Forces are in eV/Å.

Output
Energy relative to the best compared isomer or geometry (same formula, charge and spin): 442.4 kJ/mol
Gap between HOMO and LUMO (alpha / beta): 7.539 / 7.537 eV
Lowest unoccupied orbital energy (alpha / beta): -0.483 / -0.484 eV


Entry 4:
Below is one molecule with the formula C6H6, with properties calculated with ωB97M-V/def2-TZVPD.

```
12
Properties=species:S:1:pos:R:3:forces:R:3:lowdin_charge:R:1
C 1.212 1.140 0.141 0.05 -0.01 0.03 -0.05
C -0.238 0.722 0.081 0.09 0.19 -0.28 -0.20
C -0.623 -0.633 -0.273 0.00 -0.12 -0.05 -0.26
C -0.792 -1.667 -1.078 0.00 0.08 0.14 0.09
C -0.726 -0.344 1.129 -0.17 -0.15 0.90 -0.31
C -0.847 -0.227 2.398 0.07 0.04 -0.68 0.19
H 1.844 0.275 0.355 -0.08 0.12 -0.04 0.09
H 1.517 1.572 -0.818 -0.06 -0.06 0.11 0.08
H 1.365 1.887 0.926 -0.03 -0.10 -0.14 0.08
H -0.970 1.513 -0.081 0.09 -0.16 0.01 0.14
H -0.627 -1.640 -2.150 0.03 0.17 0.16 0.07
H -1.115 -2.598 -0.630 0.00 0.00 -0.15 0.07
```
Forces are in eV/Å.

Output
Energy relative to the best compared isomer or geometry (same formula, charge and spin): 549.6 kJ/mol
Gap between HOMO and LUMO: 9.425 eV
Lowest unoccupied orbital energy: -0.046 eV